Density functional theory data (ωB97M-V with the def2-TZVPD basis set) for a cluster of 2 separate species, C2H2FI2N in total at a distorted geometry.

```
8
Properties=species:S:1:pos:R:3:forces:R:3:lowdin_charge:R:1
I -0.5789 2.6670 0.8406 -0.11 -0.24 -0.06 0.79
I 2.3271 0.5095 -0.5446 1.20 0.40 -0.12 0.76
F -2.0002 0.1106 0.7299 -1.47 -0.09 -0.45 -0.06
N 0.1404 -1.4599 -1.2162 0.24 -1.88 -1.87 0.01
C 0.5618 -0.5179 -0.5922 -2.04 2.11 2.15 -0.87
C -0.8115 0.5942 0.9258 3.43 -2.49 -0.46 -0.80
H 0.7121 -1.9854 -1.9626 -0.89 1.17 1.61 0.11
H -0.3508 0.0819 1.8193 -0.35 1.02 -0.80 0.06
```
Forces are in eV/Å.

## Properties
- M (g/mol) = 312.9
- energy relative to the best compared isomer or geometry (same formula, charge and spin) (kcal/mol) = 15.8
- E (eV) = -22511.655
- LUMO level (spin up / spin down) (eV) = -0.38 / -0.38


Density functional theory data (ωB97M-V with the def2-TZVPD basis set) for the molecule C2H2FIO at a distorted geometry.

```
7
Properties=species:S:1:pos:R:3:forces:R:3:lowdin_charge:R:1
I 2.2992 -0.8623 -0.1843 -1.39 0.70 0.23 0.71
F 0.3492 1.2200 -1.1867 -0.07 -1.60 1.04 -0.10
O -1.4877 1.0463 0.9173 0.76 -1.27 -0.55 0.08
C 0.2411 -0.0148 -0.5096 -0.35 0.83 -1.32 -0.63
C -0.7528 0.1166 0.7218 1.92 -0.50 1.10 -0.27
H -0.1382 -0.7577 -1.2525 0.09 0.57 0.68 0.07
H -0.5109 -0.7482 1.4941 -0.95 1.27 -1.18 0.13
```
Forces are in eV/Å.

## Properties
- M (g/mol) = 187.9
- structure (SMILES) = O=C[C@@H](F)I
- energy relative to the best compared isomer or geometry (same formula, charge and spin) (kcal/mol) = 8.5
- E (eV) = -14970.619
- LUMO level (eV) = -0.73


Density functional theory data (ωB97M-V with the def2-TZVPD basis set) for a cluster of 2 separate species, C2H2FIS in total at a distorted geometry.

```
7
Properties=species:S:1:pos:R:3:forces:R:3:lowdin_charge:R:1
I 0.2704 -0.9625 -2.3562 0.25 0.15 0.63 0.66
S 3.2283 -0.1399 0.3562 -0.65 0.05 -0.14 1.03
F 0.5610 0.9501 2.0157 0.69 -0.65 -1.39 -0.56
C 1.7544 -0.0139 0.0707 1.94 0.48 1.47 -0.71
C 0.4227 0.0443 -0.2692 1.30 -1.65 -2.10 -0.52
H -0.0426 -0.6542 0.3319 -2.04 -0.56 1.33 0.05
H 0.1830 0.9783 -0.6193 -1.49 2.18 0.20 0.04
```
Forces are in eV/Å.

## Properties
- M (g/mol) = 204.0
- energy relative to the best compared isomer or geometry (same formula, charge and spin) (kcal/mol) = 73.5
- E (eV) = -23755.666
- LUMO level (spin up / spin down) (eV) = -2.44 / -2.44